1.
Below is C5H12O2 in the gas phase, with properties calculated with ωB97M-V/def2-TZVPD.

Results
- HOMO-LUMO gap (eV) = 10.796
- molecular weight (g/mol) = 104.1
- energy relative to the best compared isomer or geometry (same formula, charge and spin) (kcal/mol) = 13.1
- maximum force (eV/A) = 0.31
- SMILES string = CC[C@@H](O)[C@@H](C)O

Last column: Löwdin charge in e.
Cartesian coordinates (Å):
O  -1.57  1.19  -0.04  -0.027
O  0.79  1.26  -1.24  -0.040
C  -0.64  0.17  0.26  -0.375
C  -0.45  -0.62  -2.14  -0.040
C  0.29  -0.04  -0.95  -0.389
C  0.16  0.48  1.54  -0.202
C  0.68  -0.78  2.23  -0.105
H  1.12  -0.70  -0.66  0.141
H  -0.14  -1.39  2.61  0.075
H  -1.33  0.00  -2.36  0.087
H  0.19  -0.66  -3.03  0.080
H  1.27  -1.41  1.56  0.067
H  -1.04  1.89  -0.45  0.092
H  1.21  1.24  -2.11  0.097
H  -0.80  -1.64  -1.93  0.087
H  0.98  1.16  1.28  0.114
H  -1.22  -0.74  0.42  0.152
H  -0.50  1.03  2.22  0.116
H  1.33  -0.53  3.08  0.070


2.
Below is 3 unconnected molecules or ions with the total composition C5H12O2, with properties calculated with ωB97M-V/def2-TZVPD.

Results
- HOMO-LUMO gap (eV) = 10.366
- molecular weight (g/mol) = 104.1
- energy relative to the best compared isomer or geometry (same formula, charge and spin) (kcal/mol) = 47.4
- maximum force (eV/A) = 0.55
- SMILES string = C=CCC.C=O.O

Last column: Löwdin charge in e.
Cartesian coordinates (Å):
O  2.39  -1.27  -1.79  -0.018
O  1.35  -1.45  0.86  -0.070
C  -0.74  0.86  -0.26  -0.202
C  -1.64  0.22  0.76  -0.272
C  2.30  -0.06  -1.84  -0.137
C  -1.08  0.24  2.19  -0.114
C  -0.68  0.54  -1.55  -0.029
H  -0.13  1.70  0.10  0.107
H  -0.17  -0.36  2.27  0.051
H  -0.83  1.27  2.48  0.074
H  2.33  0.47  -2.81  0.089
H  -1.83  -0.13  2.90  0.072
H  1.87  -1.59  0.05  -0.001
H  -2.60  0.76  0.75  0.110
H  2.20  0.56  -0.94  0.086
H  -0.07  1.10  -2.26  0.047
H  -1.26  -0.29  -1.96  0.068
H  -1.87  -0.81  0.45  0.107
H  0.46  -1.73  0.60  0.031


3.
Below is 3 unconnected molecules or ions with the total composition C5H12O2, with properties calculated with ωB97M-V/def2-TZVPD.

Results
- HOMO-LUMO gap (eV) = 9.532
- molecular weight (g/mol) = 104.1
- energy relative to the best compared isomer or geometry (same formula, charge and spin) (kcal/mol) = 61.1
- maximum force (eV/A) = 4.18
- SMILES string = C=C/C=C/C.O.O

Last column: Löwdin charge in e.
Cartesian coordinates (Å):
O  -1.02  0.06  2.56  -0.059
O  3.86  2.61  2.90  -0.051
C  -1.75  -0.81  -1.89  -0.136
C  0.22  -0.42  -0.33  -0.188
C  -2.40  -0.41  -3.23  -0.097
C  -0.64  -0.24  -1.50  -0.165
C  0.76  -1.64  -0.03  0.043
H  -0.27  0.07  1.87  0.032
H  -0.19  0.53  -2.09  0.104
H  -3.00  -1.29  -3.53  0.068
H  -0.49  0.26  3.29  -0.013
H  -1.67  -0.26  -3.98  0.052
H  4.60  3.17  3.00  0.014
H  0.53  -2.58  -0.44  0.049
H  1.52  -1.55  0.73  0.047
H  4.02  1.93  3.57  0.036
H  -3.09  0.46  -3.15  0.082
H  0.44  0.52  0.12  0.086
H  -2.26  -1.47  -1.23  0.095


4.
Below is 2 unconnected molecules or ions with the total composition C5H12O3, with properties calculated with ωB97M-V/def2-TZVPD.

Results
- HOMO-LUMO gap (eV) = 6.574
- molecular weight (g/mol) = 120.1
- energy relative to the best compared isomer or geometry (same formula, charge and spin) (kcal/mol) = 20.9
- net charge = -2
- maximum force (eV/A) = 3.69

Last column: Löwdin charge in e.
Cartesian coordinates (Å):
O  -4.54  -1.09  -0.55  -0.532
O  -2.94  0.67  0.76  -0.191
O  4.49  -0.65  0.20  -0.427
C  0.72  0.28  -0.19  -0.232
C  3.31  -0.11  -0.26  -0.579
C  2.03  -0.12  0.59  -0.228
C  -1.87  0.57  -0.18  -0.304
C  -0.60  0.07  0.56  -0.214
H  -4.13  -1.48  -1.31  -0.181
H  -3.65  0.00  0.34  0.037
H  0.74  -0.30  -1.02  0.057
H  -1.56  1.62  -0.56  0.116
H  2.86  -0.52  -1.25  0.075
H  -0.76  -0.98  0.87  0.112
H  2.16  0.60  1.42  0.095
H  3.55  0.83  -0.74  0.056
H  -2.13  -0.14  -0.92  0.078
H  0.91  1.31  -0.32  0.086
H  -0.47  0.52  1.52  0.086
H  1.87  -1.09  1.06  0.091


5.
Below is 3 unconnected molecules or ions with the total composition C5H12O3, with properties calculated with ωB97M-V/def2-TZVPD.

Results
- HOMO-LUMO gap (eV) = 9.336
- molecular weight (g/mol) = 120.1
- energy relative to the best compared isomer or geometry (same formula, charge and spin) (kcal/mol) = 54.9
- maximum force (eV/A) = 1.05
- SMILES string = C=C/C(O)=C/C.O.O

Last column: Löwdin charge in e.
Cartesian coordinates (Å):
O  -2.69  3.26  4.69  -0.063
O  1.23  -0.53  0.84  0.001
O  -0.58  4.37  -3.85  -0.064
C  2.70  -2.60  -0.52  -0.088
C  -1.41  -0.03  -0.19  0.014
C  0.55  -1.51  0.12  -0.357
C  -0.91  -1.25  -0.06  -0.126
C  1.21  -2.49  -0.49  -0.100
H  3.14  -1.90  0.19  0.067
H  3.12  -3.58  -0.30  0.070
H  -2.73  2.73  3.89  0.029
H  0.69  -3.16  -1.17  0.110
H  -0.81  0.83  -0.42  0.065
H  -1.52  -2.14  -0.01  0.101
H  -1.54  4.37  -3.79  0.035
H  -2.48  0.17  -0.18  0.052
H  1.10  -0.73  1.78  0.112
H  3.05  -2.31  -1.52  0.079
H  -1.82  3.04  5.05  0.034
H  -0.31  3.47  -4.07  0.029


6.
Below is a molecular structure, C5H12O3Sm, with properties calculated with ωB97M-V/def2-TZVPD.

Results
- HOMO-LUMO gap (alpha / beta) (eV) = 7.868 / 8.384
- molecular weight (g/mol) = 270.5
- spin multiplicity = 6
- net charge = +1
- maximum force (eV/A) = 1.78
- <S²> = 8.76

Last column: Löwdin charge in e.
Cartesian coordinates (Å):
Sm  0.32  1.43  -0.32  1.643
O  1.64  -0.46  0.01  -0.399
O  -1.11  1.44  1.05  -0.422
O  -0.98  -0.69  -0.66  -0.262
C  -2.20  0.60  0.93  -0.293
C  2.89  -0.36  0.69  -0.042
C  -0.10  -1.75  -0.97  -0.154
C  -1.78  -0.81  0.53  -0.162
C  1.11  -1.78  -0.05  -0.160
H  -1.19  -1.26  1.33  0.135
H  0.84  -2.10  0.97  0.143
H  2.87  -0.95  1.61  0.118
H  -0.63  -2.71  -0.93  0.156
H  -2.65  -1.45  0.30  0.150
H  3.69  -0.72  0.03  0.120
H  0.23  -1.55  -2.00  0.148
H  3.05  0.70  0.92  0.099
H  1.87  -2.46  -0.46  0.156
H  1.29  2.82  -1.45  -0.250
H  -2.92  0.98  0.17  0.135
H  -2.75  0.51  1.88  0.142


7.
Below is a molecular structure, C5H12O3Sr, with properties calculated with ωB97M-V/def2-TZVPD.

Results
- HOMO-LUMO gap (alpha / beta) (eV) = 5.954 / 7.970
- molecular weight (g/mol) = 207.8
- energy relative to the best compared isomer or geometry (same formula, charge and spin) (kcal/mol) = 0.0
- spin multiplicity = 2
- net charge = +1
- maximum force (eV/A) = 1.81
- <S²> = 0.75

Last column: Löwdin charge in e.
Cartesian coordinates (Å):
Sr  5.28  0.46  0.12  1.114
O  3.37  -1.18  0.09  -0.300
O  -0.05  -0.16  0.00  -0.088
O  -2.67  1.02  0.42  -0.181
C  -1.51  1.78  0.20  -0.244
C  -3.64  1.68  1.19  -0.112
C  2.29  -3.24  -0.52  -0.019
C  -0.53  1.01  -0.64  -0.249
C  2.79  -1.87  -0.77  -0.262
H  0.30  1.67  -0.92  0.116
H  2.79  -3.91  -1.24  0.109
H  -1.05  2.06  1.17  0.129
H  -1.03  0.68  -1.57  0.131
H  -3.24  1.93  2.19  0.091
H  -3.97  2.61  0.70  0.092
H  -4.49  1.01  1.31  0.095
H  2.45  -3.56  0.51  0.101
H  1.22  -3.29  -0.77  0.109
H  -1.76  2.73  -0.32  0.132
H  0.65  0.08  0.66  0.101
H  2.79  -1.51  -1.81  0.134


8.
Below is a molecular structure, C5H12O3Zn, with properties calculated with ωB97M-V/def2-TZVPD.

Results
- HOMO-LUMO gap (eV) = 8.864
- molecular weight (g/mol) = 185.5
- energy relative to the best compared isomer or geometry (same formula, charge and spin) (kcal/mol) = 1.1
- maximum force (eV/A) = 2.38

Last column: Löwdin charge in e.
Cartesian coordinates (Å):
Zn  0.14  1.61  -0.46  0.636
O  -1.27  2.04  0.74  -0.367
O  1.46  0.10  -0.16  -0.347
O  -1.20  -0.20  -0.85  -0.210
C  -2.34  1.16  0.72  -0.365
C  2.69  0.19  0.54  -0.063
C  0.95  -1.23  -0.27  -0.181
C  -0.25  -1.20  -1.19  -0.177
C  -1.91  -0.26  0.38  -0.191
H  0.69  -1.60  0.74  0.130
H  3.51  -0.18  -0.10  0.102
H  -2.78  -0.93  0.25  0.130
H  0.99  2.72  -1.38  -0.067
H  -0.74  -2.18  -1.19  0.139
H  2.85  1.25  0.77  0.095
H  -1.26  -0.65  1.18  0.122
H  2.65  -0.39  1.47  0.102
H  1.72  -1.88  -0.69  0.141
H  -3.11  1.47  -0.02  0.115
H  -2.85  1.11  1.71  0.115
H  0.08  -0.94  -2.20  0.141


9.
Below is a gas-phase ion, C5H12O4PSi (charge -1), with properties calculated with ωB97M-V/def2-TZVPD.

Results
- HOMO-LUMO gap (eV) = 8.577
- molecular weight (g/mol) = 195.2
- energy relative to the best compared isomer or geometry (same formula, charge and spin) (kcal/mol) = 2.7
- net charge = -1
- maximum force (eV/A) = 3.39
- SMILES string = CC(=O)OP([O-])O[Si](C)(C)C

Last column: Löwdin charge in e.
Cartesian coordinates (Å):
P  -1.57  2.07  -0.15  0.759
Si  -0.78  -0.96  0.22  0.266
O  -1.81  2.76  1.12  -0.488
O  1.67  0.47  -0.34  0.003
O  0.38  2.26  -0.84  -0.250
O  -0.95  0.58  0.43  -0.462
C  0.13  -1.67  -1.31  -0.199
C  -0.15  -1.36  1.94  -0.173
C  2.76  2.45  -0.72  -0.048
C  -2.56  -1.68  0.20  -0.194
C  1.52  1.61  -0.65  -0.705
H  -1.04  -1.63  2.51  0.009
H  0.18  -0.76  -2.03  0.044
H  -0.29  -2.58  -1.84  0.027
H  1.26  -1.61  -1.34  0.017
H  0.42  -0.47  2.38  0.057
H  3.70  1.84  -0.72  0.067
H  -2.99  -1.16  1.08  0.019
H  2.92  3.21  0.17  0.112
H  0.49  -2.28  1.93  0.020
H  -2.76  -2.74  0.34  0.000
H  2.71  3.03  -1.70  0.082
H  -3.22  -1.37  -0.67  0.036


10.
Below is 2 unconnected molecules or ions with the total composition C5H12OS, with properties calculated with ωB97M-V/def2-TZVPD.

Results
- HOMO-LUMO gap (alpha / beta) (eV) = 7.854 / 8.014
- molecular weight (g/mol) = 120.2
- energy relative to the best compared isomer or geometry (same formula, charge and spin) (kcal/mol) = 113.1
- maximum force (eV/A) = 4.19

Last column: Löwdin charge in e.
Cartesian coordinates (Å):
S  0.37  3.17  -0.56  0.547
O  0.55  -1.30  -0.21  -0.121
C  1.43  1.71  -0.85  -0.497
C  -0.02  -0.13  1.79  -0.055
C  -1.86  -1.01  0.18  -0.050
C  -0.45  -1.05  0.62  -0.372
C  0.52  -1.82  -1.39  -0.080
H  1.18  1.29  -1.92  0.064
H  1.52  -2.03  -1.91  0.089
H  2.39  2.14  -0.97  -0.016
H  -2.06  -1.51  -0.81  0.084
H  -0.36  -1.84  -2.08  0.071
H  -2.33  -0.03  0.17  0.079
H  1.23  0.85  -0.08  0.034
H  1.03  -0.44  1.87  0.079
H  -2.45  -1.54  0.93  0.083
H  -0.33  0.96  1.59  0.072
H  -0.56  -0.49  2.73  0.096
H  0.19  3.07  0.90  -0.107


11.
Below is 2 unconnected molecules or ions with the total composition C5H12OS, with properties calculated with ωB97M-V/def2-TZVPD.

Results
- HOMO-LUMO gap (eV) = 9.123
- molecular weight (g/mol) = 120.2
- energy relative to the best compared isomer or geometry (same formula, charge and spin) (kcal/mol) = 7.6
- maximum force (eV/A) = 2.83
- SMILES string = C1CCSCC1.O

Last column: Löwdin charge in e.
Cartesian coordinates (Å):
S  1.64  -1.76  1.22  0.800
O  -0.56  -5.63  2.02  -0.091
C  -0.55  0.66  1.22  -0.245
C  -0.47  -0.28  2.40  -0.299
C  1.51  -0.38  0.06  -0.513
C  0.93  -0.79  2.69  -0.438
C  0.00  0.00  0.00  -0.294
H  -1.59  1.00  1.02  0.118
H  -1.37  -6.09  1.69  0.046
H  1.82  -0.75  -0.94  0.075
H  0.91  -1.39  3.62  0.077
H  -0.90  -4.83  2.49  0.041
H  -0.46  -0.97  -0.27  0.108
H  2.19  0.44  0.34  0.081
H  0.00  0.64  -0.90  0.109
H  -1.12  -1.13  2.12  0.109
H  -0.84  0.11  3.37  0.115
H  0.04  1.55  1.52  0.121
H  1.61  0.07  2.86  0.078


12.
Below is 2 unconnected molecules or ions with the total composition C5H12OS2, with properties calculated with ωB97M-V/def2-TZVPD.

Results
- HOMO-LUMO gap (eV) = 9.096
- molecular weight (g/mol) = 152.3
- energy relative to the best compared isomer or geometry (same formula, charge and spin) (kcal/mol) = 20.6
- maximum force (eV/A) = 1.67
- SMILES string = C=C(C)O.CCSS

Last column: Löwdin charge in e.
Cartesian coordinates (Å):
S  -0.60  0.38  -3.06  0.332
S  -1.39  1.58  -1.55  0.425
O  1.01  -1.48  -0.61  -0.031
C  1.27  -1.88  1.59  0.046
C  -1.04  -2.24  0.56  -0.032
C  0.44  -1.92  0.55  -0.489
C  -0.02  1.50  -0.31  -0.602
C  0.00  2.82  0.49  -0.172
H  0.32  -0.96  -1.08  0.005
H  -1.27  -2.91  -0.27  0.084
H  0.92  1.42  -0.88  0.071
H  -1.25  -2.79  1.50  0.086
H  0.25  3.61  -0.25  0.072
H  2.28  -1.46  1.47  0.071
H  -0.93  3.11  0.96  0.061
H  0.81  2.83  1.25  0.079
H  0.94  -2.14  2.58  0.050
H  0.18  1.30  -3.69  -0.169
H  -1.72  -1.37  0.49  0.080
H  -0.19  0.60  0.29  0.035